17
Properties=species:S:1:pos:R:3:forces:R:3 method="wB97M-V/def2-TZVPD" orbital_gap_ev=9.33 lumo_ev=0.967 e_above_lowest_kj_mol=220.24 smiles="C=CN.CCO"
C 1.459089 1.726778 0.498605 3.3541 -0.7389 0.8092
C 1.425085 1.412583 -0.786255 -1.0818 -0.0018 -1.9101
N 0.475952 1.827012 1.409950 -2.0362 0.8804 1.3808
H 2.463402 1.703392 1.013450 -0.9040 0.5621 -0.7287
H 2.283776 1.471859 -1.498414 -0.7625 -0.3089 1.1248
H 0.418540 1.200963 -1.224789 0.9411 0.4426 0.0906
H -0.470205 2.071789 1.062534 1.0942 -0.2707 0.5730
H 0.736803 2.239463 2.328294 -0.5522 -0.5513 -1.3702
H 1.210207 -1.326893 -0.498392 1.4641 1.5421 -0.9705
C -0.740942 -1.608955 -0.834099 0.7540 2.5980 0.2597
O 0.542987 -1.872132 -0.167230 -3.0263 -1.3845 0.0186
C -1.841465 -1.529479 0.260311 1.3177 -2.0143 -0.2941
H -0.738186 -0.551287 -1.411734 0.2327 -2.0813 1.4960
H -0.931599 -2.284014 -1.661919 -0.0058 -0.6604 0.2882
H -2.045067 -2.542403 0.788124 0.4515 1.7935 -0.8734
H -1.541180 -0.759147 0.949670 0.1701 0.0220 0.5609
H -2.707197 -1.179528 -0.228107 -1.4107 0.1711 -0.4549

=====

17
Properties=species:S:1:pos:R:3:forces:R:3 method="wB97M-V/def2-TZVPD" orbital_gap_ev=10.77 lumo_ev=1.065 e_above_lowest_kj_mol=261.90 smiles=NCCCCO
C 1.641448 -0.758265 -0.255917 -4.4455 -1.6515 0.3191
O 1.558901 -2.060924 -0.824325 1.2316 -1.0227 -1.4207
C 0.239689 -0.552284 0.532274 1.9771 3.7328 3.3541
C -0.910691 -0.066780 -0.296026 -1.0032 -2.5514 -2.7416
C -1.107538 1.406661 -0.342497 0.8402 1.6147 2.6850
N -1.334611 1.880836 1.174886 2.3293 -3.2167 -3.2770
H 2.517225 -0.854978 0.297211 1.2455 0.5751 1.6238
H 1.794751 -0.021713 -1.047308 -0.3594 0.1432 0.0376
H 0.763632 -2.601118 -0.815840 -0.3009 0.9966 0.4340
H -0.077386 -1.211726 1.363203 0.6652 -0.9612 -1.1948
H 0.336887 0.350335 1.351574 0.3906 -1.5744 -2.0324
H -0.700964 -0.414842 -1.365478 -0.2936 0.4464 0.9544
H -1.889309 -0.636103 -0.090877 1.3029 1.0759 0.1402
H -1.892589 1.687206 -1.023388 -0.5905 0.1901 0.0396
H -0.193047 1.966519 -0.690086 -0.7023 -0.7988 0.3124
H -2.201604 2.231050 1.278332 -3.9605 1.1401 0.3066
H -0.763982 2.650925 1.286053 1.6736 1.8618 0.4597

=====

17
Properties=species:S:1:pos:R:3:forces:R:3 method="wB97M-V/def2-TZVPD" orbital_gap_ev=10.21 lumo_ev=0.947 e_above_lowest_kj_mol=205.51 smiles=CNCCCO
C 1.682057 0.788393 -0.246363 1.0361 2.3869 0.5333
C -0.048611 -0.902991 -0.816124 -2.0526 -0.1050 -0.8807
C -0.469200 -1.030298 0.617018 -0.4551 0.2609 0.8936
C -1.403412 0.151706 1.019524 -1.3342 -1.0640 -0.4159
H 2.347109 -0.105064 0.032969 -1.0740 1.2145 -0.3050
H 2.340629 1.527200 -0.933504 -1.4030 -1.6587 1.7681
H 1.297469 1.422221 0.718917 1.3576 -1.8135 -2.2161
H 0.717857 0.539180 -2.046745 -0.4384 -0.0138 1.4689
H 0.531386 -1.785263 -1.199546 0.0752 0.9826 0.3297
H -1.056636 -0.928069 -1.361583 1.3946 -0.0610 0.2277
H 0.381971 -1.165750 1.308080 -0.3078 0.2934 -0.1900
H -1.123129 -1.897967 0.740752 0.2694 -0.2264 -0.0592
H -2.376208 0.069359 0.411443 1.1243 -0.2093 0.5495
H -1.707715 -0.030691 2.045735 0.0193 0.2261 0.3099
H -0.668891 1.441778 -0.150003 -0.1965 0.2128 2.7681
N 0.468161 0.462881 -1.026030 1.5638 -0.8412 -2.3744
O -0.912839 1.443375 0.885460 0.4212 0.4157 -2.4073

=====

17
Properties=species:S:1:pos:R:3:forces:R:3 method="wB97M-V/def2-TZVPD" orbital_gap_ev=10.21 lumo_ev=0.761 e_above_lowest_kj_mol=185.46 smiles="C=CC.NCO"
C -1.539730 -0.991859 -1.646920 0.3726 -1.8502 0.1854
C -0.312037 -1.280352 -2.479914 -0.1930 1.0473 -0.4192
C 0.338864 -2.427836 -2.561356 -0.1397 -0.0981 0.9803
H -2.421308 -0.881494 -2.270194 -0.1157 0.3704 -0.0351
H -1.687620 -1.905393 -1.057741 -0.3143 0.0996 0.0353
H -1.455672 -0.205455 -0.904861 0.1969 0.4542 -0.3132
H 0.011569 -0.457559 -3.112668 0.2123 0.0488 0.0788
H 1.279509 -2.556289 -3.061431 0.0568 0.0924 -0.5544
H 0.023637 -3.264515 -1.952069 -0.0745 -0.1599 0.0493
N 0.045024 1.614593 3.144636 -0.1833 -0.1688 0.6413
C 1.210928 1.539849 2.350644 -0.5895 -0.7012 -0.9591
O 1.343844 2.480446 1.297259 0.6613 0.9877 -0.1660
H 0.015376 2.215609 3.937553 0.1880 0.4682 0.1448
H -0.876950 1.364025 2.831634 0.3335 -0.1452 -0.4280
H 2.112061 1.699375 2.934262 -0.1379 0.0069 0.2933
H 1.268518 0.533524 1.910838 0.0019 0.0811 0.0954
H 0.643984 2.523334 0.640326 -0.2757 -0.5333 0.3710